# 1
{
  "formula": "C3H9N2",
  "method": "ωB97M-V/def2-TZVPD",
  "species": ["C", "C", "N", "H", "H", "H", "H", "H", "C", "N", "H", "H", "H", "H"],
  "coordinates": [[0.2753, -2.2203, -0.9631], [0.1563, -0.9728, -1.3805], [1.2084, -0.0049, -1.2276], [1.2450, -2.5895, -0.6479], [-0.5549, -2.9083, -0.8946], [-0.8305, -0.5973, -1.6553], [0.9722, 0.5346, -0.3966], [1.1736, 0.6478, -2.0020], [-0.3649, 1.3792, 1.0398], [-1.1253, 1.6201, 2.2680], [-0.4765, 0.3029, 0.8665], [-0.8250, 1.9800, 0.2642], [-0.5290, 1.5449, 3.0842], [-1.8500, 0.9149, 2.3286]],
  "forces_ev_per_a": [[0.452, -0.235, 0.093], [-0.355, 0.371, 0.661], [-0.272, -0.321, -0.390], [-0.022, 0.051, 0.076], [-0.106, 0.071, -0.265], [0.050, -0.066, -0.291], [0.419, -0.023, -0.163], [0.090, 0.076, 0.006], [-3.096, -1.029, 1.132], [0.894, 0.823, -0.070], [1.087, 0.087, -0.628], [0.899, 0.397, -0.525], [-0.159, -0.069, 0.101], [0.121, -0.133, 0.263]],
  "lowdin_spin": [0.01, 0.00, 0.01, 0.00, 0.00, 0.00, 0.02, 0.00, 0.74, 0.10, 0.04, 0.05, 0.02, 0.02],
  "homo_ev": [-9.35, -9.48],
  "molar_mass_g_mol": 73.12,
  "orbital_gap_ev": [10.36, 8.84],
  "spin_multiplicity": 2,
  "de_lowest_kj_mol": 178.36,
  "fmax_ev_per_a": 3.5,
  "s2": 0.753
}

***

# 2
{
  "formula": "C45H41BrCsN8O2P2S",
  "method": "ωB97M-V/def2-TZVPD",
  "species": ["Cs", "N", "C", "N", "C", "N", "N", "C", "C", "C", "C", "C", "C", "N", "C", "C", "C", "C", "C", "C", "H", "H", "H", "H", "H", "H", "H", "H", "H", "H", "H", "O", "P", "C", "P", "O", "C", "C", "C", "C", "C", "C", "C", "C", "C", "C", "C", "C", "C", "C", "C", "C", "C", "C", "C", "C", "C", "C", "C", "C", "H", "H", "H", "H", "H", "H", "H", "H", "H", "H", "H", "H", "H", "H", "H", "H", "H", "H", "H", "H", "H", "H", "N", "C", "N", "S", "H", "H", "H", "H", "Br", "C", "C", "C", "N", "C", "C", "H", "H", "H", "H"],
  "coordinates": [[1.2174, 0.2106, 0.1496], [4.5380, -0.0409, 4.0432], [3.9009, 0.1432, 2.8703], [3.0437, 1.0621, 2.6131], [2.6762, 1.9454, 3.6324], [1.7762, 2.8437, 3.4709], [1.1201, 2.8255, 2.2532], [1.1469, 3.9091, 1.6045], [0.3782, 4.1191, 0.3340], [-0.3460, 5.2985, 0.2123], [-1.0876, 5.5175, -0.9348], [-1.0745, 4.5526, -1.9285], [-0.3180, 3.4109, -1.7206], [0.4002, 3.1828, -0.6199], [3.3342, 1.8130, 4.9483], [3.0424, 2.6531, 6.0232], [3.6625, 2.4732, 7.2434], [4.5951, 1.4464, 7.4030], [4.9023, 0.6093, 6.3507], [4.2681, 0.7950, 5.1248], [5.1694, -0.8161, 4.1554], [4.1456, -0.5800, 2.0971], [1.7010, 4.7693, 1.9874], [-0.3275, 6.0268, 1.0129], [-1.6645, 6.4257, -1.0519], [-1.6295, 4.6790, -2.8485], [-0.2914, 2.6322, -2.4731], [2.3233, 3.4469, 5.8719], [3.4335, 3.1298, 8.0714], [5.0872, 1.3061, 8.3564], [5.6284, -0.1862, 6.4696], [0.7137, -1.7259, -1.5334], [-0.6053, -2.0763, -2.1536], [-1.9504, -2.2005, -0.9240], [-2.4983, -0.6813, -0.0917], [-1.3548, 0.2128, 0.3006], [-3.6447, 0.1135, -1.2154], [-4.6904, -0.5701, -1.8359], [-5.5152, 0.0893, -2.7316], [-5.2943, 1.4329, -3.0150], [-4.2524, 2.1149, -2.4051], [-3.4230, 1.4573, -1.5039], [-3.4345, -1.2902, 1.3158], [-2.7310, -2.0345, 2.2695], [-3.3758, -2.4913, 3.4064], [-4.7213, -2.2058, 3.6039], [-5.4199, -1.4542, 2.6719], [-4.7798, -0.9912, 1.5288], [-0.6531, -3.6950, -2.9417], [-0.5642, -4.8324, -2.1331], [-0.5500, -6.0946, -2.7019], [-0.6164, -6.2328, -4.0823], [-0.6886, -5.1110, -4.8929], [-0.7048, -3.8426, -4.3272], [-1.1296, -0.8818, -3.3858], [-0.2022, 0.0635, -3.8104], [-0.5595, 1.0015, -4.7724], [-1.8460, 1.0062, -5.2888], [-2.7786, 0.0668, -4.8620], [-2.4191, -0.8807, -3.9194], [-1.5697, -2.8674, -0.1435], [-2.8177, -2.6943, -1.3690], [-4.8667, -1.6183, -1.6190], [-6.3309, -0.4399, -3.2068], [-5.9417, 1.9467, -3.7142], [-4.0851, 3.1615, -2.6256], [-2.6056, 1.9731, -1.0167], [-1.6726, -2.2419, 2.1389], [-2.8265, -3.0681, 4.1392], [-5.2246, -2.5648, 4.4926], [-6.4637, -1.2208, 2.8356], [-5.3262, -0.3879, 0.8178], [-0.4922, -4.7342, -1.0560], [-0.4830, -6.9707, -2.0707], [-0.6052, -7.2200, -4.5258], [-0.7292, -5.2213, -5.9685], [-0.7541, -2.9717, -4.9668], [0.8008, 0.0365, -3.4010], [0.1659, 1.7265, -5.1201], [-2.1247, 1.7396, -6.0347], [-3.7811, 0.0703, -5.2691], [-3.1447, -1.6197, -3.6002], [1.4850, -1.2365, 5.1961], [0.9030, -1.0815, 3.9839], [0.1982, 0.0504, 3.8422], [1.0932, -2.2350, 2.7655], [1.2633, -0.6306, 5.9687], [1.8837, -2.1368, 5.3966], [0.2620, 0.7898, 4.5241], [-0.1398, 0.3228, 2.9331], [7.6144, -0.2215, -4.4586], [6.1864, 0.1180, -3.2867], [5.0029, 0.6396, -3.7723], [3.9827, 0.8657, -2.8621], [4.0746, 0.6089, -1.5575], [5.2319, 0.1130, -1.1222], [6.3199, -0.1525, -1.9385], [4.8749, 0.8632, -4.8214], [3.0409, 1.2810, -3.2059], [5.3027, -0.0844, -0.0583], [7.2363, -0.5569, -1.5338]],
  "forces_ev_per_a": [[1.785, 0.936, 0.558], [-0.022, 0.091, 0.100], [0.009, -0.154, 0.016], [-0.082, 0.190, 0.067], [0.129, -0.191, -0.034], [0.085, 0.074, 0.003], [-0.100, -0.328, -0.151], [-0.068, 0.329, -0.275], [0.139, -0.261, 0.287], [0.028, 0.120, -0.030], [-0.044, 0.039, -0.029], [0.006, 0.014, 0.028], [0.108, -0.073, 0.137], [-0.115, 0.179, 0.117], [-0.070, 0.033, -0.137], [-0.017, 0.038, 0.068], [0.016, -0.036, -0.043], [-0.011, 0.036, 0.033], [0.000, -0.019, 0.005], [0.045, -0.045, 0.020], [0.006, -0.001, -0.017], [0.012, 0.012, -0.004], [-0.065, 0.032, 0.027], [0.001, 0.000, -0.015], [0.006, -0.003, 0.007], [0.006, -0.001, 0.004], [0.007, -0.048, -0.048], [0.006, -0.006, -0.001], [0.003, -0.005, -0.005], [-0.005, 0.003, -0.005], [-0.005, 0.010, -0.002], [-0.812, -0.880, -0.932], [0.302, -0.109, 0.188], [0.088, -0.024, 0.021], [0.362, 0.240, 0.304], [-1.611, -0.373, -0.121], [-0.015, 0.165, -0.126], [-0.107, 0.092, 0.118], [-0.022, 0.015, 0.075], [-0.013, 0.000, 0.020], [0.043, -0.028, 0.054], [-0.153, -0.045, -0.033], [-0.065, -0.009, 0.180], [-0.065, 0.023, -0.050], [0.017, 0.010, -0.021], [-0.008, -0.004, 0.013], [0.023, 0.023, -0.042], [0.123, -0.057, 0.059], [0.083, -0.137, -0.065], [-0.003, 0.056, -0.048], [-0.002, 0.032, 0.017], [0.004, -0.018, -0.019], [0.004, 0.036, 0.011], [-0.007, -0.040, 0.111], [-0.033, 0.112, -0.035], [-0.014, -0.025, -0.094], [0.009, 0.000, 0.065], [-0.025, 0.002, -0.011], [0.055, -0.039, -0.034], [0.124, -0.065, -0.092], [-0.008, 0.005, -0.021], [0.011, -0.017, -0.005], [-0.023, 0.006, 0.020], [0.000, 0.001, -0.001], [0.004, 0.005, 0.002], [0.002, -0.005, -0.002], [0.018, 0.006, -0.008], [-0.015, 0.017, 0.008], [0.001, 0.004, -0.005], [0.005, 0.000, -0.010], [0.006, -0.001, -0.009], [-0.025, 0.010, -0.057], [0.004, 0.000, -0.009], [0.002, 0.005, 0.001], [-0.002, 0.008, 0.000], [-0.002, 0.010, 0.002], [-0.016, 0.032, -0.013], [-0.005, 0.020, 0.021], [0.001, -0.002, 0.011], [0.000, -0.005, -0.001], [0.027, -0.001, -0.002], [0.086, 0.001, -0.083], [0.039, -0.200, -0.158], [-0.005, 0.065, 0.091], [-0.084, -0.028, -0.183], [-0.046, 0.171, 0.271], [-0.011, 0.010, 0.005], [0.012, 0.020, 0.013], [0.008, 0.018, -0.004], [-0.051, -0.085, -0.044], [0.104, -0.023, -0.085], [0.065, -0.014, -0.044], [-0.093, 0.031, 0.027], [-0.033, -0.016, 0.086], [0.090, -0.009, -0.085], [-0.068, 0.021, -0.030], [-0.049, 0.005, 0.078], [0.000, 0.003, 0.005], [-0.009, 0.003, 0.015], [-0.012, 0.006, 0.009], [-0.004, 0.003, 0.000]],
  "mulliken_charge": [1.29, 0.12, -0.80, 0.20, -0.04, -0.78, 0.17, -0.60, 0.41, -0.63, -0.63, -0.46, -0.39, 0.06, 0.94, -0.36, -0.83, -0.43, -0.85, 0.10, 0.27, 0.51, 0.45, 0.46, 0.41, 0.58, 0.36, 0.50, 0.43, 0.41, 0.41, -0.83, 1.08, -1.35, 1.43, -0.69, 0.41, -0.34, -0.78, -0.61, -0.52, -0.90, 0.38, -0.45, -0.75, -0.49, -0.75, -0.37, 0.55, -0.53, -0.80, -0.44, -0.78, -0.31, 0.72, -1.20, -0.26, -0.69, -0.79, -0.30, 0.64, 0.53, 0.52, 0.42, 0.45, 0.45, 0.50, 0.08, 0.44, 0.39, 0.42, 0.37, 0.32, 0.41, 0.40, 0.40, 0.43, 0.68, 0.47, 0.41, 0.51, 0.60, -0.36, 0.41, -0.21, -0.28, 0.19, 0.22, 0.27, -0.02, -0.14, 0.30, -0.69, -0.30, -0.03, 0.05, -0.66, 0.42, 0.52, 0.14, 0.42],
  "homo_ev": -10.26,
  "molar_mass_g_mol": 1032.70,
  "orbital_gap_ev": 8.47,
  "spin_multiplicity": 1,
  "charge": 1,
  "de_lowest_kj_mol": 80.99,
  "fmax_ev_per_a": 2.1
}

***

# 3
{
  "formula": "C19H21AuO2S6",
  "method": "ωB97M-V/def2-TZVPD",
  "species": ["Au", "S", "C", "C", "C", "C", "C", "C", "S", "H", "H", "H", "H", "C", "C", "S", "C", "C", "S", "C", "C", "S", "H", "H", "H", "H", "H", "H", "H", "H", "H", "H", "H", "H", "O", "C", "O", "C", "C", "C", "C", "S", "C", "C", "H", "H", "H", "H", "H"],
  "coordinates": [[0.5714, -0.5237, 1.2136], [0.6643, 0.3895, 3.3565], [2.3757, 0.2149, 3.7630], [2.8084, 0.3306, 5.0797], [4.1566, 0.2051, 5.3787], [5.0762, -0.0440, 4.3654], [4.6427, -0.1653, 3.0548], [3.2919, -0.0181, 2.7578], [2.7758, -0.0617, 1.0656], [2.0815, 0.5063, 5.8631], [4.4882, 0.2867, 6.4054], [6.1270, -0.1550, 4.5966], [5.3444, -0.3723, 2.2560], [-2.8716, -1.8820, -0.6823], [-3.0166, -2.1652, 0.8145], [-1.7306, -1.5866, 1.9759], [-2.5201, -0.1506, 2.7334], [-2.8408, 1.0120, 1.8024], [-1.3843, 1.6616, 0.9395], [-2.0301, 1.9373, -0.7314], [-2.1543, 0.7117, -1.6234], [-3.5994, -0.3403, -1.2965], [-3.3923, -2.6758, -1.2186], [-1.8241, -1.9196, -0.9759], [-3.0061, -3.2452, 0.9654], [-3.9646, -1.7853, 1.1980], [-1.8291, 0.1396, 3.5230], [-3.4400, -0.4931, 3.2106], [-3.2749, 1.8179, 2.3952], [-3.5582, 0.7092, 1.0440], [-1.3097, 2.6269, -1.1761], [-2.9790, 2.4686, -0.6416], [-1.2674, 0.0916, -1.5379], [-2.2336, 1.0357, -2.6625], [1.3056, 2.1201, -6.0290], [0.3787, 1.1638, -5.7759], [-0.4928, 0.9503, -6.5691], [0.5233, 0.4250, -4.4854], [1.0426, 1.0143, -3.3378], [1.1156, 0.3057, -2.1495], [0.6749, -1.0176, -2.0869], [0.6914, -1.9911, -0.6111], [0.1649, -1.6072, -3.2478], [0.0810, -0.8910, -4.4283], [1.9925, 2.0987, -5.3524], [1.3647, 2.0503, -3.3456], [1.5021, 0.7899, -1.2629], [-0.1814, -2.6329, -3.2117], [-0.3404, -1.3397, -5.3183]],
  "forces_ev_per_a": [[-0.629, -0.713, 0.542], [0.172, 0.058, 0.253], [-0.336, 0.091, 0.093], [0.027, 0.017, 0.038], [-0.041, -0.001, -0.042], [-0.065, 0.008, -0.018], [0.048, 0.009, -0.002], [0.092, 0.029, -0.323], [0.602, -0.018, -0.104], [0.029, 0.009, 0.013], [-0.005, 0.002, 0.001], [0.001, -0.006, 0.001], [0.007, -0.006, 0.017], [-0.007, 0.107, 0.075], [0.117, -0.051, -0.145], [0.165, 0.295, -0.030], [-0.096, 0.021, -0.048], [0.054, -0.017, 0.026], [-0.018, 0.200, -0.155], [-0.048, -0.030, 0.043], [-0.113, 0.047, 0.089], [-0.034, -0.036, -0.022], [0.009, -0.032, 0.023], [-0.044, -0.052, -0.027], [-0.046, -0.003, -0.018], [-0.002, -0.031, 0.023], [-0.055, 0.037, 0.049], [0.019, -0.033, 0.010], [-0.012, -0.017, 0.017], [-0.050, -0.013, 0.032], [-0.013, 0.020, 0.001], [0.015, 0.030, -0.067], [-0.110, 0.058, -0.023], [0.013, -0.002, -0.008], [-0.054, -0.009, 0.059], [0.021, 0.050, -0.022], [0.012, -0.047, -0.011], [-0.005, 0.064, -0.058], [0.054, -0.019, 0.067], [0.069, -0.035, -0.037], [0.095, -0.040, 0.029], [0.151, 0.139, -0.418], [0.034, -0.025, -0.015], [-0.058, -0.079, 0.064], [0.026, -0.005, -0.013], [0.002, -0.003, 0.012], [0.017, 0.021, 0.023], [-0.011, 0.010, -0.006], [0.001, 0.001, 0.008]],
  "nbo_charge": [0.85, -0.25, -0.07, -0.25, -0.21, -0.22, -0.20, -0.25, -0.04, 0.22, 0.22, 0.22, 0.22, -0.56, -0.54, 0.28, -0.55, -0.57, 0.20, -0.54, -0.55, 0.18, 0.23, 0.26, 0.24, 0.23, 0.26, 0.23, 0.23, 0.25, 0.24, 0.23, 0.24, 0.23, -0.67, 0.77, -0.56, -0.22, -0.14, -0.28, -0.15, -0.20, -0.25, -0.14, 0.48, 0.20, 0.23, 0.23, 0.24],
  "homo_ev": -7.85,
  "molar_mass_g_mol": 670.74,
  "orbital_gap_ev": 6.34,
  "spin_multiplicity": 1,
  "de_lowest_kj_mol": 17.67,
  "fmax_ev_per_a": 1.1
}

***

# 4
{
  "formula": "CHF3O3PS",
  "method": "ωB97M-V/def2-TZVPD",
  "species": ["O", "S", "O", "P", "O", "C", "F", "F", "F", "H"],
  "coordinates": [[-0.9487, 1.1863, -1.7830], [-0.7618, 0.5661, -0.4964], [-1.1244, 1.4255, 0.6283], [-1.0959, -1.6838, -0.4202], [-0.7562, -1.6693, 1.1784], [1.1708, 0.4121, -0.2551], [1.3051, -0.3384, 0.8541], [1.8677, 1.5368, -0.0779], [1.7469, -0.2105, -1.2856], [-1.4033, -1.2248, 1.6574]],
  "forces_ev_per_a": [[-0.107, -0.041, -1.019], [1.450, -0.494, 0.196], [-0.111, -0.779, 0.294], [-0.802, 1.464, -1.197], [1.638, -1.697, 0.375], [-1.233, -0.140, 0.120], [0.917, 0.351, -0.203], [-0.027, 0.591, 0.206], [0.099, -0.260, -0.138], [-1.824, 1.003, 1.366]],
  "nbo_charge": [-0.98, 1.70, -0.98, 0.10, -1.00, 0.71, -0.34, -0.34, -0.34, 0.48],
  "homo_ev": -2.92,
  "molar_mass_g_mol": 181.05,
  "orbital_gap_ev": 6.85,
  "spin_multiplicity": 1,
  "charge": -1,
  "de_lowest_kj_mol": 261.01,
  "fmax_ev_per_a": 2.5
}

***

# 5
{
  "formula": "C6H10O",
  "method": "ωB97M-V/def2-TZVPD",
  "species": ["C", "C", "C", "O", "C", "C", "C", "H", "H", "H", "H", "H", "H", "H", "H", "H", "H"],
  "coordinates": [[2.1266, 0.2340, 0.3882], [0.6452, -0.0023, 0.3476], [-0.2993, 0.8786, -0.0430], [-0.1524, 2.1413, -0.5151], [-1.6751, 0.3233, 0.1643], [-1.3804, -1.1017, 0.5503], [-0.0523, -1.2393, 0.7097], [2.3903, 0.9974, 1.1301], [2.5266, 0.5601, -0.5807], [2.6642, -0.6778, 0.6603], [0.7925, 2.3199, -0.6124], [-2.3326, 0.4496, -0.7005], [-2.1449, 0.8468, 1.0103], [-2.1411, -1.8555, 0.7141], [0.4628, -2.1403, 1.0312], [-0.9176, -1.1154, -1.8639], [-0.5807, -0.5004, -2.1211]],
  "forces_ev_per_a": [[0.063, -0.004, 0.002], [-0.089, 0.125, -0.097], [-0.092, -0.222, 0.333], [0.213, 0.055, 0.024], [0.062, 0.013, -0.076], [0.048, 0.012, 0.243], [-0.090, -0.063, -0.014], [0.001, -0.074, -0.081], [-0.068, -0.035, 0.096], [-0.080, 0.090, -0.038], [-0.131, 0.069, 0.028], [0.096, -0.052, 0.049], [0.027, -0.047, -0.123], [0.121, 0.124, 0.063], [-0.095, 0.112, -0.060], [0.059, 0.031, -0.205], [-0.044, -0.135, -0.143]],
  "nbo_charge": [-0.65, -0.17, 0.35, -0.67, -0.51, -0.22, -0.20, 0.22, 0.21, 0.23, 0.48, 0.24, 0.25, 0.22, 0.21, 0.00, -0.01],
  "homo_ev": -7.76,
  "molar_mass_g_mol": 98.14,
  "orbital_gap_ev": 8.55,
  "spin_multiplicity": 1,
  "de_lowest_kj_mol": 138.00,
  "fmax_ev_per_a": 0.4
}

***

# 6
{
  "formula": "C4H7N3O",
  "method": "ωB97M-V/def2-TZVPD",
  "species": ["C", "C", "C", "C", "H", "H", "H", "H", "H", "H", "H", "N", "N", "N", "O"],
  "coordinates": [[-0.2236, 0.7542, -0.7402], [-0.2739, -0.4985, 0.1046], [1.4504, -1.8599, 1.4329], [1.8357, -0.3970, 1.3463], [-2.1216, 2.1800, -2.6654], [0.9853, 1.6949, -0.4225], [-2.3406, -0.4092, 0.9380], [2.2436, -2.6425, 0.8881], [0.6332, -2.2230, 2.1090], [1.3320, 0.2380, 1.9527], [2.9098, -0.3879, 1.2689], [-1.3643, 1.0431, -1.5000], [-1.2827, -0.9368, 0.8559], [0.9682, -1.0469, 0.4388], [-1.0777, 2.5177, -1.9367]],
  "forces_ev_per_a": [[-2.476, 2.045, -1.337], [-2.205, -0.223, 3.649], [-0.271, -3.126, 0.024], [1.587, -2.847, -0.200], [4.696, 2.749, 2.729], [-3.961, -2.800, -1.340], [4.143, -1.577, -1.454], [-2.089, 1.804, 2.229], [1.320, 0.117, -0.209], [-1.032, 1.976, 2.231], [0.171, 1.063, -0.928], [7.750, 1.642, 3.899], [-1.354, 2.202, -1.011], [0.145, 1.586, -4.919], [-6.425, -4.612, -3.365]],
  "nbo_charge": [0.05, 0.34, -0.22, -0.25, 0.49, 0.22, 0.38, 0.20, 0.23, 0.20, 0.21, -0.16, -0.67, -0.45, -0.58],
  "homo_ev": -8.91,
  "molar_mass_g_mol": 113.12,
  "orbital_gap_ev": 8.69,
  "spin_multiplicity": 1,
  "de_lowest_kj_mol": 1021.27,
  "fmax_ev_per_a": 8.8
}

***

Number 6 is which compound? C4H7N3O

***

Number 6 is which compound? C4H7N3O